[1]
Formula: C9H16N2S2
Source: the Open Molecules 2025 dataset
Level of theory: ωB97M-V/def2-TZVPD

Positions of all 29 atoms, in Å:
S 3.600 0.702 -0.062
C -1.355 -0.140 -0.755
N 1.038 2.442 0.291
C -0.489 0.988 -0.381
C 1.907 -0.067 -0.340
H 2.623 0.583 -2.503
N -1.116 2.176 -0.083
H -1.801 0.825 -2.723
C -2.237 -0.828 0.304
H 1.232 0.158 2.216
H -2.906 -0.017 0.607
C 0.832 1.142 -0.130
H -1.787 -1.183 1.187
H 2.392 -2.032 0.460
C 1.460 -0.811 2.136
H 1.940 2.798 0.649
C -0.205 3.029 0.300
H -2.765 1.493 -1.355
H -0.835 -0.847 -1.335
H -2.990 -0.174 -2.188
H 0.764 -1.505 2.762
S 1.939 -0.555 -2.153
H 4.368 -0.318 -0.728
H -2.886 -1.558 -0.130
H -0.242 4.095 0.609
C -2.271 0.541 -1.797
C 1.562 -1.211 0.658
H 0.662 -1.594 0.440
H 2.453 -0.866 2.493

Properties
HOMO energy = -8.46 eV
HOMO-LUMO gap = 8.92 eV
structure (SMILES) = CCC(S)(S)c1[nH]cnc1C(C)C
F_max = 4.44 eV/A
spin multiplicity = 1
energy above the lowest of the compared OMol25 structures with the same formula, charge and spin = 0.00 kcal/mol

***

[2]
Formula: C4H5NO
Source: the Open Molecules 2025 dataset
Level of theory: ωB97M-V/def2-TZVPD

Positions of all 11 atoms, in Å:
H -1.933 -0.595 0.676
H -0.936 -1.168 -0.697
H 1.545 1.664 -0.392
C -0.242 0.621 0.225
C 1.540 -0.828 0.005
C -1.348 -0.288 -0.195
H -0.538 1.512 0.791
C 1.043 0.679 -0.484
H -2.008 0.241 -0.893
N 2.052 -1.893 -0.064
O 0.825 0.054 1.028

Properties
HOMO energy = -8.82 eV
HOMO-LUMO gap = 8.89 eV
F_max = 2.43 eV/A
spin multiplicity = 1
energy above the lowest of the compared OMol25 structures with the same formula, charge and spin = 125.42 kcal/mol

***

[3]
Formula: C17H25NO4
Source: the Open Molecules 2025 dataset
Level of theory: ωB97M-V/def2-TZVPD

Positions of all 47 atoms, in Å:
C -2.561 2.288 -1.144
H -2.271 1.460 1.372
O -2.864 -1.267 1.037
C 2.499 1.711 -0.604
H 2.133 -1.186 1.229
C 2.613 -2.113 0.916
H 1.429 4.316 1.447
H -4.641 -2.155 1.614
H -1.067 -3.183 -1.212
H -2.669 2.274 -2.226
C -1.240 -1.319 -1.048
C 0.126 -1.152 -0.950
C -2.238 -0.194 -0.981
H 3.577 1.511 -0.551
O -4.456 -0.113 -0.033
H -2.177 3.263 -0.849
H -2.742 -0.142 -1.954
H 2.865 -1.429 -1.104
H -4.175 -0.714 2.541
C -1.339 1.347 0.822
C -3.799 -1.613 2.048
H -3.545 2.155 -0.700
H 2.300 2.275 -1.524
C 2.110 2.522 0.598
H 2.877 -3.213 -0.922
C -3.327 -0.518 0.038
O -1.814 -2.490 -1.201
C 0.951 -2.359 -0.911
C 4.093 -2.066 1.269
H 0.130 2.254 -1.334
O 0.449 -3.475 -1.102
H 2.189 1.995 1.539
H 1.606 4.316 -0.374
H -0.804 0.486 1.216
H -0.482 1.082 -2.514
H 4.224 -1.954 2.342
C 1.691 3.773 0.555
C 0.672 0.208 -0.950
H -3.263 -2.241 2.755
H 2.135 -2.947 1.435
C -1.613 1.184 -0.675
H -0.733 2.235 0.993
H 4.593 -2.980 0.956
C 2.414 -2.279 -0.597
H 4.570 -1.225 0.773
C -0.294 1.258 -1.450
N 1.868 0.415 -0.586

Properties
HOMO energy = -8.90 eV
HOMO-LUMO gap = 9.45 eV
structure (SMILES) = C=CC/N=C1\CC(C)(C)[C@H](C(=O)OC)C(O)=C1C(=O)CCC
F_max = 0.62 eV/A
spin multiplicity = 1
energy above the lowest of the compared OMol25 structures with the same formula, charge and spin = 38.44 kcal/mol

***

[4]
Formula: C11H19N3
Source: the Open Molecules 2025 dataset
Level of theory: ωB97M-V/def2-TZVPD

Positions of all 33 atoms, in Å:
H -0.025 0.898 1.817
C -1.633 -1.168 1.092
C 1.689 1.153 -0.086
H 2.605 -1.990 0.919
C -3.258 0.127 -1.518
H 2.817 0.504 1.680
H 3.681 1.599 0.655
H 0.744 -1.958 -0.614
C 3.680 -0.448 -0.066
N -0.510 0.158 -0.498
C 2.689 -1.608 -0.097
C 2.989 0.777 0.664
C -2.880 0.504 -0.118
C -1.072 1.161 1.613
H 3.921 -0.200 -1.108
H 1.261 2.084 0.272
C -1.564 0.192 0.470
H 3.145 -2.308 -0.799
C 1.359 -1.132 -0.805
C -4.142 -0.222 -0.309
H -0.783 0.644 -1.452
H -2.607 -0.687 -1.849
H 4.580 -0.777 0.440
H -3.208 1.548 0.134
H 1.918 1.357 -1.171
H -3.666 0.722 -2.466
H -4.363 -1.269 0.013
H -5.079 0.324 -0.082
H 1.493 -0.977 -1.911
H -1.720 1.056 2.518
N -1.617 -2.217 1.557
N 0.755 0.010 -0.083
H -1.200 2.141 1.189

Properties
HOMO energy = -8.89 eV
HOMO-LUMO gap = 9.81 eV
structure (SMILES) = C[C@](C#N)(NN1CCCCC1)C1CC1
F_max = 5.03 eV/A
spin multiplicity = 1
energy above the lowest of the compared OMol25 structures with the same formula, charge and spin = 62.50 kcal/mol

***

[5]
Formula: C20H16O3
Source: the Open Molecules 2025 dataset
Level of theory: ωB97M-V/def2-TZVPD

Positions of all 39 atoms, in Å:
H 0.826 -0.466 -5.859
H 1.949 1.116 2.345
O -2.722 4.199 3.531
C 1.558 -0.953 0.557
H 0.006 4.597 4.877
H -0.666 -3.743 0.319
C 0.005 0.448 1.731
C 1.617 -2.373 0.030
C 0.530 -2.578 -0.997
O 0.378 -0.758 1.169
C -0.415 -2.214 -3.222
C -0.320 -1.650 -4.512
C -0.556 5.033 4.054
H -2.327 -3.135 -3.562
O 2.418 -0.127 0.427
H -1.124 -1.828 -5.211
H -2.030 0.018 1.253
C -1.360 0.723 1.720
H -2.478 -4.099 -1.294
C -1.525 4.020 3.497
H 2.607 -2.551 -0.390
C 0.415 2.495 2.904
C -1.618 -3.514 -1.588
C -0.582 -3.310 -0.668
H 1.453 -3.053 0.868
C -1.536 -2.981 -2.842
H 2.536 -1.008 -1.997
C -0.946 2.788 2.897
C 1.793 -0.670 -3.948
C -1.825 1.881 2.300
C 0.635 -1.996 -2.288
H 0.142 5.350 3.283
H 1.122 3.167 3.364
C 0.893 1.331 2.331
C 1.735 -1.206 -2.691
H 2.640 -0.066 -4.237
H -2.880 2.114 2.302
H -1.110 5.895 4.418
C 0.761 -0.896 -4.870

Properties
HOMO energy = -8.35 eV
HOMO-LUMO gap = 8.59 eV
structure (SMILES) = CC(=O)c1ccc(OC(=O)Cc2cccc3ccccc23)cc1
F_max = 0.72 eV/A
spin multiplicity = 1
energy above the lowest of the compared OMol25 structures with the same formula, charge and spin = 0.00 kcal/mol

***

[6]
Formula: C10H20Cl10
Source: the Open Molecules 2025 dataset
Level of theory: ωB97M-V/def2-TZVPD

Positions of all 40 atoms, in Å:
H -1.493 -1.805 3.588
H -0.384 -3.449 5.144
H 1.821 0.113 1.710
Cl -2.078 -1.283 -0.073
H 2.753 -1.466 4.116
Cl 3.972 0.316 -0.658
C -1.908 -2.787 3.811
H 2.214 0.228 4.171
Cl -0.935 0.681 2.281
C -1.111 1.652 -5.435
H -1.327 2.403 0.564
H -0.285 2.272 -5.784
H -2.982 -2.598 3.806
C -2.418 2.238 -5.901
Cl 1.312 2.412 -1.034
C -1.319 0.380 -0.355
H 1.475 1.157 -3.115
H -1.656 0.739 -1.328
H -2.021 -4.197 5.359
Cl -1.814 -2.186 6.537
H 3.814 1.747 -2.478
C -1.462 -3.289 5.130
Cl 4.341 0.152 3.182
Cl -2.715 3.912 -5.261
H -3.269 1.588 -5.697
C 2.697 -0.532 3.557
Cl 2.612 -2.071 1.250
Cl -1.099 1.496 -3.644
H -1.001 0.649 -5.847
H -2.722 1.393 0.815
H -0.255 0.172 -0.470
H -2.284 2.291 -6.982
C 1.830 1.056 -2.090
H 1.291 0.203 -1.678
C -1.636 1.371 0.729
H 3.637 0.078 -2.974
C 3.331 0.804 -2.221
H 0.806 -1.099 2.492
C 1.837 -0.817 2.279
Cl -1.566 -3.924 2.507

Properties
HOMO energy = -10.18 eV
HOMO-LUMO gap = 10.55 eV
structure (SMILES) = ClCCCl.ClCCCl.ClCCCl.ClCCCl.ClCCCl
F_max = 2.04 eV/A
spin multiplicity = 1
energy above the lowest of the compared OMol25 structures with the same formula, charge and spin = 17.42 kcal/mol

***

[7]
Formula: C4H16N3O
Source: the Open Molecules 2025 dataset
Level of theory: ωB97M-V/def2-TZVPD

Positions of all 24 atoms, in Å:
C -0.111 -1.804 -1.179
H 3.298 0.547 -0.146
H 0.692 2.594 0.663
N -0.910 -1.121 0.955
H -0.250 -2.827 -0.773
H 0.634 -1.772 -1.960
N -0.989 1.562 1.651
C 0.339 1.593 0.977
C 0.126 0.668 -0.257
H 0.940 0.930 -0.933
N -1.453 -1.424 -1.597
H -2.123 -2.118 -1.906
H -0.893 -0.569 1.823
H -1.745 1.474 1.002
H -1.514 -0.654 -2.254
H -0.605 1.120 -0.914
O 2.787 1.360 -0.225
H 1.251 -1.027 0.391
H -1.096 -2.144 0.895
H 3.375 1.940 -0.733
C 0.272 -0.820 0.001
H -1.254 2.187 2.393
H 0.939 1.096 1.735
H -1.710 -0.791 0.389

Properties
HOMO energy = -13.01 eV
HOMO-LUMO gap = 10.35 eV
net charge = +1
F_max = 3.17 eV/A
spin multiplicity = 1
energy above the lowest of the compared OMol25 structures with the same formula, charge and spin = 35.82 kcal/mol

***

[8]
Formula: C2H2Br2O3
Source: the Open Molecules 2025 dataset
Level of theory: ωB97M-V/def2-TZVPD

Positions of all 9 atoms, in Å:
O -0.946 0.138 -1.820
H -2.443 -0.117 -0.297
Br 3.031 -0.158 -0.479
O -0.367 -0.964 1.007
C 0.676 -0.467 0.878
Br -1.070 1.869 0.198
H 1.293 -0.074 1.607
O 1.303 -0.620 -0.282
C -1.477 0.394 -0.810

Properties
HOMO energy (spin up / spin down) = -7.81 / -10.61 eV
HOMO-LUMO gap (spin up / spin down) = 8.39 / 6.72 eV
⟨S²⟩ = 2.008
F_max = 6.40 eV/A
spin multiplicity = 3
energy above the lowest of the compared OMol25 structures with the same formula, charge and spin = 0.00 kcal/mol

***

[9]
Formula: C3H10N5
Source: the Open Molecules 2025 dataset
Level of theory: ωB97M-V/def2-TZVPD

Positions of all 18 atoms, in Å:
N -1.408 -1.199 0.815
H -0.685 0.249 0.926
C 1.552 0.714 0.809
H -1.199 -1.900 1.477
H 1.413 0.633 1.965
H -2.297 -0.776 0.784
H -1.435 -1.415 -1.383
N 2.233 -0.455 0.140
N 1.461 -1.047 -0.582
C -0.198 1.707 -0.769
N 0.183 0.681 0.197
H 0.602 1.980 -1.345
H 2.235 1.495 0.484
N 0.261 -0.569 -0.774
H -0.952 1.367 -1.335
C -0.873 -1.555 -0.459
H -0.458 -2.504 -0.563
H -0.434 2.594 -0.387

Properties
HOMO energy = -14.55 eV
HOMO-LUMO gap = 11.14 eV
net charge = +1
structure (SMILES) = C[N@@H+]1CN=NN1CN
F_max = 4.48 eV/A
spin multiplicity = 1
energy above the lowest of the compared OMol25 structures with the same formula, charge and spin = 108.99 kcal/mol

***

[10]
Formula: C27H57BrF10N4O10PS
Source: the Open Molecules 2025 dataset
Level of theory: ωB97M-V/def2-TZVPD

Positions of all 111 atoms, in Å:
C -0.894 2.030 9.429
H -1.527 -0.215 10.378
C -0.497 -0.187 7.247
H -3.748 -0.947 6.788
H -0.267 -2.194 6.554
F -1.076 0.065 2.204
H -2.184 6.204 5.706
O -0.346 -4.802 -1.245
Br -3.439 -5.432 -2.548
N -2.461 -3.023 -6.905
C -1.046 -2.696 -2.883
O -3.378 -2.534 -3.084
H -2.484 -3.136 -1.353
C -1.646 8.900 3.872
C -2.358 -2.389 -2.148
F -2.692 -1.016 1.262
S 0.218 -3.663 -1.907
H -3.213 5.273 6.798
H 3.807 -0.804 -5.950
H 0.141 4.088 4.069
F 2.088 -2.000 -1.086
H -0.758 8.364 4.227
F -0.355 -0.696 -0.400
H -2.351 0.541 7.599
O -2.595 8.035 3.288
C -1.910 3.600 4.331
H -0.376 -1.820 -5.684
N 5.448 -1.221 -7.166
C 0.321 -1.580 0.374
H -2.128 9.380 4.722
H -3.062 0.048 9.523
H 4.016 -3.527 -9.126
O -2.008 4.122 5.644
H -2.882 3.667 3.827
H 9.120 -2.224 -8.625
H 0.515 -1.151 -2.874
H -1.002 -0.672 -3.610
O -2.079 -2.004 7.474
F 0.193 -2.501 2.553
N -0.894 5.614 3.129
C 2.995 -1.725 -7.688
H -2.403 -1.607 -5.366
H -0.174 2.481 7.466
H -0.542 3.012 9.759
F 1.307 -0.887 1.011
H -0.972 6.173 3.969
H -0.147 -0.425 8.263
C 5.802 -2.499 -6.566
C 0.333 -1.839 -4.860
C -0.787 4.208 3.503
H -1.865 2.847 7.717
C -1.064 -1.451 6.644
H 7.914 -2.101 -6.667
H -4.045 -2.119 -5.780
H -1.692 2.536 4.456
H -1.827 5.477 1.271
H 7.671 -1.321 -9.117
H -2.931 7.613 1.319
H -2.372 -1.381 -1.745
P -3.098 -3.760 -4.270
F 1.315 -0.844 -5.135
C -1.641 -1.136 2.055
H 0.374 0.119 6.659
F -1.257 -3.257 1.078
H -0.120 1.304 9.712
H -4.496 -3.906 -4.468
C 4.041 -0.850 -7.016
H -1.455 -1.253 5.643
H -4.035 -2.511 7.581
C -2.418 0.418 10.326
O -2.080 1.780 10.161
H 0.837 -2.804 -4.847
H -3.118 -3.674 -7.316
H -1.325 9.674 3.167
H 3.927 0.163 -7.410
H 7.487 -3.793 -6.362
C -0.296 -1.504 -3.518
F 1.526 -3.561 0.351
H 8.207 -2.725 -10.062
H 5.677 -1.249 -8.152
C 8.117 -2.319 -9.055
F -2.066 -1.546 3.248
H -1.228 7.864 1.736
C 3.922 -2.609 -9.714
H 3.513 -2.864 -10.693
H -2.727 -4.824 -5.121
O -1.388 -3.632 -3.844
H -3.597 5.334 5.066
H -2.292 -2.296 -7.591
C -2.167 7.420 2.078
H -2.970 5.534 2.621
H 4.922 -2.189 -9.867
H -2.966 0.327 11.265
O 3.039 -1.692 -9.108
C -3.008 -2.465 -5.660
C -1.096 2.104 7.921
H 5.732 -2.408 -5.479
C -2.783 5.292 5.795
O 1.349 -3.820 -2.790
H -3.392 -2.461 5.928
N -1.479 0.885 7.218
C -2.012 5.927 2.251
C -0.602 -2.161 1.501
H 3.035 -2.763 -7.336
C 1.041 -2.636 -0.519
C -3.373 -1.970 6.906
C 7.213 -2.899 -6.929
H 2.019 -1.336 -7.404
H -0.678 3.616 2.589
H 5.134 -3.316 -6.872
O 7.323 -3.216 -8.313

Properties
HOMO energy = -5.35 eV
HOMO-LUMO gap = 7.32 eV
net charge = -1
F_max = 1.42 eV/A
spin multiplicity = 1
energy above the lowest of the compared OMol25 structures with the same formula, charge and spin = 0.00 kcal/mol

***

[11]
Formula: C23H30N2O5
Source: the Open Molecules 2025 dataset
Level of theory: ωB97M-V/def2-TZVPD

Positions of all 60 atoms, in Å:
C 2.253 2.026 -0.725
C 4.783 -1.716 0.882
O 4.691 -0.418 0.338
N -3.265 1.099 -0.164
H 2.128 2.770 -1.493
H 0.214 -5.017 -1.969
C 4.435 2.338 -2.473
H -1.494 -1.677 1.226
O -0.455 2.933 -1.120
H -2.318 -1.007 -2.626
C 1.211 1.834 0.175
C -0.241 -2.955 -1.632
H -4.036 3.006 1.514
H -1.348 -4.043 1.883
H 0.632 -1.535 2.401
H 5.732 -2.109 0.516
H -2.205 3.787 0.055
H 0.033 -0.310 -1.804
H 4.335 3.350 -2.067
C -1.114 -2.408 0.526
H -2.005 0.721 -2.396
H -3.251 -0.952 -0.186
C -3.035 2.615 1.701
H -0.494 -5.722 0.288
H -1.987 4.508 1.665
C 1.316 0.866 1.164
C -0.558 -4.683 0.000
H -0.741 0.075 -0.269
O 2.600 -0.892 2.227
C 1.485 -1.236 3.017
H 5.386 2.252 -2.996
N -0.674 2.979 1.123
H 0.076 -2.648 -2.620
C 2.453 0.072 1.264
C -0.716 -2.000 -0.742
C -4.633 -0.214 -1.669
H 3.967 -2.355 0.537
C -0.162 -4.286 -1.266
H -4.730 -1.177 -2.163
C -1.990 3.567 1.104
H -3.444 1.939 -0.692
H 1.810 -2.083 3.619
H 4.790 -1.700 1.974
C -2.116 -0.236 -1.881
C -2.917 1.204 1.128
H 3.616 2.148 -3.175
H -0.312 2.669 2.010
C -0.036 2.619 -0.019
H 1.193 -0.417 3.682
H -4.684 0.569 -2.424
H -5.467 -0.093 -0.982
C 3.511 0.260 0.362
H -2.887 2.536 2.780
C -0.806 -0.558 -1.151
C -3.306 -0.142 -0.918
C 3.400 1.260 -0.629
H 0.490 0.692 1.834
C -1.036 -3.740 0.894
O 4.478 1.372 -1.451
O -2.554 0.266 1.814

Properties
HOMO energy = -7.99 eV
HOMO-LUMO gap = 8.72 eV
structure (SMILES) = COc1cc(C(=O)NCCC(=O)N[C@@H](C)CCc2ccccc2)cc(OC)c1OC
F_max = 0.74 eV/A
spin multiplicity = 1
energy above the lowest of the compared OMol25 structures with the same formula, charge and spin = 21.08 kcal/mol

***

[12]
Formula: C5H10AgO4
Source: the Open Molecules 2025 dataset
Level of theory: ωB97M-V/def2-TZVPD

Positions of all 20 atoms, in Å:
O 0.331 0.242 3.483
O -0.967 1.641 2.283
H -1.608 2.215 -1.545
O -1.125 1.670 -2.184
C -1.559 0.516 1.645
O 0.574 2.431 3.653
H -2.052 -0.122 2.401
C -2.536 0.985 0.634
H 1.956 3.076 -1.628
C 0.099 2.422 -2.514
C 1.117 2.405 -1.391
H 1.509 1.389 -1.244
H -0.170 3.458 -2.780
C -0.002 1.416 3.190
H 0.502 1.939 -3.415
H -0.774 -0.108 1.182
H -2.934 2.000 0.693
Ag 2.151 1.168 5.257
H 0.674 2.741 -0.441
H -3.088 0.229 0.073

Properties
HOMO energy (spin up / spin down) = -7.90 / -9.02 eV
HOMO-LUMO gap (spin up / spin down) = 5.82 / 6.94 eV
⟨S²⟩ = 0.754
F_max = 2.08 eV/A
spin multiplicity = 2
energy above the lowest of the compared OMol25 structures with the same formula, charge and spin = 14.04 kcal/mol